Record 1
{"formula": "C36H84N12O12", "method": "wB97M-V/def2-TZVPD", "elements": ["C", "C", "O", "N", "C", "H", "H", "H", "H", "H", "H", "H", "C", "C", "O", "N", "C", "H", "H", "H", "H", "H", "H", "H", "C", "C", "O", "N", "C", "H", "H", "H", "H", "H", "H", "H", "C", "C", "O", "N", "C", "H", "H", "H", "H", "H", "H", "H", "C", "C", "O", "N", "C", "H", "H", "H", "H", "H", "H", "H", "C", "C", "O", "N", "C", "H", "H", "H", "H", "H", "H", "H", "C", "C", "O", "N", "C", "H", "H", "H", "H", "H", "H", "H", "C", "C", "O", "N", "C", "H", "H", "H", "H", "H", "H", "H", "C", "C", "O", "N", "C", "H", "H", "H", "H", "H", "H", "H", "C", "C", "O", "N", "C", "H", "H", "H", "H", "H", "H", "H", "C", "C", "O", "N", "C", "H", "H", "H", "H", "H", "H", "H", "C", "C", "O", "N", "C", "H", "H", "H", "H", "H", "H", "H"], "positions_angstrom": [[-0.30290, 7.49597, -4.10438], [1.11658, 7.61435, -4.39150], [1.98198, 7.03556, -3.69108], [1.43817, 8.27756, -5.54641], [2.74831, 8.37307, -6.11033], [-0.60095, 6.63422, -3.50718], [-0.93050, 7.42282, -4.99257], [-0.78776, 8.32846, -3.59451], [0.72481, 8.72275, -6.10588], [3.14830, 9.33386, -5.78630], [2.80050, 8.34281, -7.19866], [3.40952, 7.57910, -5.76320], [-1.68287, 3.82318, 6.31732], [-0.28755, 3.96134, 6.82796], [0.62755, 4.17053, 6.02392], [-0.07552, 3.79801, 8.13798], [1.25525, 3.75661, 8.71357], [-1.70032, 3.12448, 5.48089], [-2.07359, 4.81065, 6.07165], [-2.37845, 3.42306, 7.05500], [-0.89589, 3.51177, 8.65293], [1.44730, 2.71134, 8.95567], [1.46144, 4.34351, 9.60864], [2.05033, 3.96434, 7.99747], [4.05676, -4.09255, 2.42345], [3.36322, -3.22695, 3.49063], [2.17248, -3.52593, 3.86605], [4.01413, -2.20383, 3.90222], [3.44312, -1.16377, 4.80291], [3.31254, -4.58001, 1.79366], [4.49116, -4.94340, 2.94829], [4.71588, -3.54952, 1.74612], [4.92365, -1.99635, 3.51513], [3.95997, -1.04569, 5.75528], [2.39973, -1.33609, 5.06706], [3.44571, -0.21953, 4.25838], [8.71778, -0.40439, -0.85878], [9.35867, 0.29584, 0.35713], [8.98219, -0.03670, 1.51194], [10.20009, 1.28824, 0.14778], [10.81111, 2.04119, 1.22965], [7.64846, -0.61035, -0.81187], [9.22947, -1.31587, -1.16781], [8.83652, 0.22403, -1.74144], [10.56850, 1.55829, -0.75302], [10.05376, 2.68689, 1.67414], [11.50651, 2.75454, 0.78732], [11.27894, 1.42142, 1.99458], [-5.65394, -5.56792, -6.28027], [-4.90003, -6.57749, -5.43066], [-5.43805, -7.32359, -4.60928], [-3.57030, -6.61515, -5.54409], [-2.62226, -7.38363, -4.74822], [-5.63393, -5.67359, -7.36496], [-5.32980, -4.54997, -6.06394], [-6.70235, -5.68546, -6.00620], [-3.11332, -5.87555, -6.05815], [-2.04573, -8.05286, -5.38685], [-3.17832, -8.03719, -4.07610], [-1.89969, -6.70625, -4.29309], [-7.52553, -1.10516, -1.17226], [-7.89529, -0.81862, 0.25434], [-8.54870, -1.66339, 0.91923], [-7.55917, 0.39941, 0.72786], [-7.88827, 0.93516, 2.03573], [-6.95041, -2.02709, -1.25820], [-6.87370, -0.33500, -1.58467], [-8.35162, -1.20662, -1.87609], [-7.09163, 1.07139, 0.13628], [-8.28240, 1.93697, 1.86502], [-6.95590, 1.01579, 2.59454], [-8.66788, 0.39462, 2.57252], [-5.10585, -7.75256, 1.11642], [-5.82671, -9.00349, 1.49520], [-5.87420, -9.35959, 2.65642], [-6.48341, -9.61816, 0.48787], [-7.32317, -10.78141, 0.70609], [-5.00003, -7.12495, 2.00129], [-5.63716, -7.24626, 0.31051], [-4.11126, -8.08973, 0.82453], [-6.29302, -9.21102, -0.41661], [-7.16156, -11.30323, 1.64932], [-7.20735, -11.53137, -0.07637], [-8.34120, -10.43452, 0.88321], [6.59493, 3.64616, -5.17551], [5.57422, 2.60243, -5.62366], [5.89851, 1.78805, -6.50768], [4.40946, 2.65911, -5.01533], [3.29365, 1.72477, -5.11176], [7.49066, 3.09313, -4.89278], [6.26415, 4.24126, -4.32430], [7.00189, 4.32520, -5.92477], [4.23815, 3.44077, -4.39909], [3.54933, 0.88941, -4.45992], [3.10191, 1.30150, -6.09775], [2.40973, 2.25151, -4.75213], [-3.03380, -0.53907, -9.71963], [-2.52634, -0.93104, -8.36254], [-2.02644, -2.04721, -8.17899], [-2.61014, -0.06698, -7.34379], [-3.37266, 1.19265, -7.28093], [-3.93424, -1.09856, -9.97314], [-2.33965, -0.65407, -10.55211], [-3.26931, 0.52321, -9.65474], [-2.41480, -0.36314, -6.39815], [-2.96412, 1.97147, -7.92485], [-3.56381, 1.44904, -6.23890], [-4.32226, 0.98471, -7.77402], [-4.21539, -2.68573, 6.90282], [-4.15907, -1.57061, 7.95604], [-5.01615, -0.68961, 7.97544], [-3.13503, -1.59131, 8.82488], [-2.14218, -2.58235, 9.13201], [-4.90889, -2.40574, 6.10988], [-4.65157, -3.59409, 7.31842], [-3.24249, -2.74871, 6.41538], [-3.26379, -0.94500, 9.59026], [-1.45634, -2.18016, 9.87764], [-1.50974, -2.86675, 8.29104], [-2.59471, -3.50154, 9.50404], [-1.18629, -2.48214, -0.11976], [-0.59556, -1.25976, -0.70611], [-0.96753, -0.92555, -1.81622], [0.25109, -0.62483, 0.13264], [0.83216, 0.71134, -0.09906], [-2.22503, -2.15517, -0.07279], [-0.87220, -2.70495, 0.89995], [-1.17368, -3.33628, -0.79680], [0.42108, -0.94948, 1.07381], [0.27185, 1.32143, -0.80754], [1.88842, 0.56566, -0.32533], [0.77169, 1.29306, 0.82075], [4.87045, 7.83410, 4.60009], [5.57447, 7.05780, 3.50468], [6.59222, 7.47224, 3.03294], [4.95217, 5.96110, 3.10064], [5.46551, 5.09445, 2.07995], [3.83294, 8.05504, 4.34936], [5.36697, 8.76045, 4.88895], [4.93616, 7.19425, 5.48007], [4.01657, 5.71681, 3.39231], [4.96364, 5.22692, 1.12147], [5.47051, 4.02755, 2.30312], [6.44824, 5.45156, 1.77202]], "lowdin_charge": [-0.0278, -0.5292, 0.0082, -0.0095, -0.0871, 0.0900, 0.0797, 0.0887, 0.1351, 0.0849, 0.0832, 0.0838, -0.0060, -0.5722, 0.0075, 0.0103, -0.0678, 0.0896, 0.0897, 0.0719, 0.1345, 0.0800, 0.0804, 0.0820, -0.0036, -0.5549, -0.0429, 0.0238, -0.0354, 0.0766, 0.0823, 0.0731, 0.1451, 0.0792, 0.0780, 0.0785, -0.0045, -0.5311, -0.0095, -0.0026, -0.0664, 0.0780, 0.0770, 0.0611, 0.1390, 0.0862, 0.0827, 0.0900, -0.0039, -0.5518, 0.0115, -0.0064, -0.0606, 0.0785, 0.0784, 0.0787, 0.1352, 0.0764, 0.0810, 0.0829, -0.0147, -0.5273, 0.0010, -0.0096, -0.0652, 0.0846, 0.0655, 0.0855, 0.1300, 0.0788, 0.0828, 0.0886, -0.0082, -0.5908, 0.0385, 0.0023, -0.0730, 0.0868, 0.0803, 0.0871, 0.1334, 0.0797, 0.0818, 0.0822, -0.0094, -0.5611, 0.0092, 0.0002, -0.0505, 0.0779, 0.0672, 0.0797, 0.1324, 0.0845, 0.0866, 0.0832, 0.0014, -0.5582, 0.0063, 0.0111, -0.0771, 0.0923, 0.0900, 0.0549, 0.1378, 0.0785, 0.0880, 0.0751, -0.0001, -0.5482, 0.0177, -0.0038, -0.0918, 0.0776, 0.0855, 0.0766, 0.1356, 0.0845, 0.0812, 0.0852, -0.0112, -0.5985, 0.0345, 0.0108, -0.0599, 0.0907, 0.0778, 0.0903, 0.1294, 0.0833, 0.0781, 0.0747, -0.0049, -0.6046, 0.0619, 0.0048, -0.0820, 0.0786, 0.0805, 0.0791, 0.1442, 0.0797, 0.0820, 0.0808], "smiles": "CNC(C)=O.CNC(C)=O.CNC(C)=O.CNC(C)=O.CNC(C)=O.CNC(C)=O.CNC(C)=O.CNC(C)=O.CNC(C)=O.CNC(C)=O.CNC(C)=O.CNC(C)=O", "gap_ev": 9.09, "relative_energy_kcal_mol": 134.1}

Record 2
{"formula": "C14H51N2O11", "method": "wB97M-V/def2-TZVPD", "elements": ["C", "C", "O", "H", "H", "H", "H", "H", "C", "C", "O", "H", "H", "H", "H", "H", "H", "C", "C", "O", "H", "H", "H", "H", "H", "H", "C", "C", "C", "O", "C", "N", "H", "H", "H", "H", "H", "H", "H", "H", "H", "H", "H", "C", "C", "C", "O", "C", "N", "H", "H", "H", "H", "H", "H", "H", "H", "H", "H", "H", "O", "H", "H", "O", "H", "H", "O", "H", "H", "O", "H", "H", "O", "H", "H", "O", "H", "H"], "positions_angstrom": [[-0.55853, 0.76596, 0.69089], [-1.88091, 0.10547, 0.48575], [-2.19213, -1.14515, 1.04345], [-0.24445, 0.65190, 1.72841], [-0.47484, 1.78292, 0.30763], [0.13591, 0.10103, 0.17736], [-1.94302, -0.04867, -0.59150], [-2.63432, 0.81100, 0.83605], [-2.07405, 2.69625, 4.11181], [-1.57614, 1.87716, 5.33108], [-2.24765, 0.71253, 5.45164], [-3.03110, 3.15702, 4.35647], [-2.18887, 2.16257, 3.16836], [-1.45240, 3.58646, 4.01605], [-1.54297, 2.49876, 6.22585], [-0.57545, 1.63487, 4.97328], [-3.06677, 1.03250, 5.83668], [1.00077, -5.13894, -0.83523], [0.87138, -3.59613, -0.60678], [-0.46618, -3.14461, -0.31904], [0.81793, -5.68072, 0.09275], [1.94718, -5.44765, -1.27919], [0.22229, -5.40177, -1.55147], [1.21429, -3.00949, -1.45906], [1.42637, -3.29231, 0.28079], [-0.44145, -2.20200, -0.13884], [2.82138, 1.94327, 2.48972], [3.82740, 0.87245, 2.17427], [3.73290, 0.52839, 0.67582], [4.67700, -0.39759, 0.06462], [4.40369, -0.86476, -1.24834], [5.14977, 1.47655, 2.30769], [2.78869, 2.84481, 1.87795], [2.91516, 2.23153, 3.53672], [1.81800, 1.53251, 2.37750], [3.70167, -0.06689, 2.71272], [3.62620, 1.41523, 0.05114], [2.75200, 0.05306, 0.67836], [4.05042, -0.16161, -2.00258], [3.68237, -1.68051, -1.29667], [5.27556, -1.45455, -1.53134], [5.37811, 2.11849, 3.05325], [5.34071, 2.02892, 1.48396], [0.51631, -0.49240, -3.37377], [-0.75577, 0.11463, -3.80699], [-0.61358, 1.17478, -4.90021], [0.07086, 2.30318, -4.34478], [0.08271, 3.36015, -5.26909], [-1.43815, -1.05194, -4.23876], [1.05055, -0.79532, -4.27429], [0.42198, -1.28343, -2.62982], [1.00313, 0.35502, -2.89108], [-1.26899, 0.49805, -2.92512], [-1.59069, 1.45683, -5.29239], [-0.03406, 0.97219, -5.80089], [0.45432, 3.15027, -6.27206], [0.79299, 4.12438, -4.95357], [-0.87546, 3.87004, -5.36927], [-2.29242, -0.83239, -4.73083], [-0.94806, -1.34820, -5.07071], [-5.08052, -1.59771, -0.51168], [-4.83125, -0.90267, 0.09743], [-5.46961, -1.13714, -1.25512], [-4.16117, 0.13836, 3.31316], [-3.63484, 0.54737, 4.00012], [-3.52869, -0.09709, 2.63436], [-2.73034, -2.16172, -2.05293], [-2.43779, -1.27611, -1.83769], [-2.44062, -2.29755, -2.95507], [0.54359, 3.54592, -1.67502], [1.41230, 3.34135, -1.32902], [0.51574, 3.11002, -2.52675], [-1.88406, -3.84780, 3.00234], [-1.30914, -4.52055, 3.36717], [-1.42199, -3.02487, 3.16204], [-0.80214, -1.31666, 3.87962], [-0.81446, -1.25458, 2.92451], [-1.48655, -0.71289, 4.16820]], "lowdin_charge": [-0.1205, -0.5207, -0.2977, 0.0426, 0.0626, 0.0487, 0.0539, 0.0734, -0.0739, -0.3469, -0.0678, 0.0672, 0.0680, 0.0691, 0.1147, 0.1098, 0.1061, -0.0747, -0.3036, -0.0915, 0.0647, 0.0559, 0.0653, 0.0721, 0.0973, 0.0320, -0.0764, -0.4124, -0.1857, -0.1798, -0.1180, 0.0166, 0.0825, 0.0787, 0.0574, 0.1462, 0.1187, 0.1120, 0.0804, 0.0669, 0.0826, 0.0594, 0.0630, -0.0562, -0.4530, -0.1659, -0.2054, -0.1286, 0.0149, 0.0925, 0.0774, 0.0768, 0.1454, 0.1235, 0.1238, 0.0842, 0.0880, 0.0925, 0.0880, 0.0845, -0.0538, 0.0159, 0.0136, -0.0553, -0.0306, -0.0086, -0.0608, -0.0225, -0.0080, -0.0505, 0.0231, -0.0108, -0.0576, 0.0115, -0.0277, -0.0598, -0.0023, 0.0032], "gap_ev": 5.71, "relative_energy_kcal_mol": 0.0, "total_charge": -1}

Record 3
{"formula": "C11H15Cl2N2O2", "method": "wB97M-V/def2-TZVPD", "elements": ["N", "C", "C", "C", "N", "C", "C", "O", "O", "H", "H", "H", "H", "H", "H", "H", "H", "H", "H", "H", "Cl", "C", "C", "Cl", "C", "C", "C", "C", "H", "H", "H", "H"], "positions_angstrom": [[3.74407, 2.13150, -1.23234], [2.41369, 1.53730, -1.65114], [1.24008, 2.60073, -1.37531], [-0.06658, 1.93619, -0.65078], [-1.25980, 2.56901, -1.27886], [-2.50874, 1.78300, -1.05752], [-2.51240, 0.32590, -1.72288], [-2.72355, -0.67676, -0.93565], [-2.26018, 0.07326, -3.06598], [4.45692, 1.96998, -1.96961], [4.02916, 1.69196, -0.34624], [2.22332, 0.50466, -1.18546], [2.48991, 1.42057, -2.79914], [0.84753, 2.95515, -2.40513], [1.57794, 3.55153, -0.83445], [-0.01850, 0.80188, -0.74955], [0.05689, 2.17372, 0.47156], [-1.40428, 3.46140, -0.76311], [-2.82796, 1.69625, 0.04765], [-3.36126, 2.37910, -1.56879], [0.46744, -0.24072, 3.32365], [0.01313, -1.75281, 2.62130], [0.53538, -2.19701, 1.40792], [1.69042, -1.27969, 0.50951], [0.12619, -3.42104, 0.88408], [-0.79848, -4.20133, 1.56903], [-1.31556, -3.76073, 2.78236], [-0.91057, -2.53834, 3.30681], [0.52623, -3.77178, -0.06089], [-1.11570, -5.15313, 1.15625], [-2.03529, -4.36942, 3.31981], [-1.31944, -2.20034, 4.25291]], "lowdin_charge": [-0.0606, -0.2724, -0.1789, -0.2384, -0.1110, -0.1908, -0.5921, -0.1544, -0.2393, 0.0517, 0.0490, 0.0348, 0.1148, 0.1035, 0.0956, 0.0958, 0.1084, 0.1002, 0.1062, 0.1132, 0.6603, -0.6808, -0.6602, 0.7151, -0.0974, -0.0813, -0.0887, -0.1151, 0.1081, 0.1032, 0.1005, 0.1008], "gap_ev": 6.37, "total_charge": -1}